Entry 1:
# C27H26AsBiN2O2

A structure of composition C27H26AsBiN2O2 (the ωB97M-V functional and the def2-TZVPD basis, the Open Molecules 2025 dataset).

Last column: Löwdin charge in e.
Atoms and positions in Å:
Bi (1.529, 1.128, 1.625)  1.58
C (-3.497, 2.883, 3.082)  0.02
O (-2.517, 2.502, 2.079)  0.05
C (-1.254, 2.416, 2.367)  -0.54
O (-0.478, 2.089, 1.441)  -0.19
N (-0.826, 2.687, 3.610)  0.05
N (0.549, 2.607, 3.866)  0.01
H (-4.453, 2.822, 2.579)  0.11
H (-3.319, 3.909, 3.403)  0.11
H (-3.471, 2.183, 3.915)  0.11
H (-1.455, 3.024, 4.322)  0.16
H (0.700, 2.086, 4.724)  0.12
H (0.935, 3.541, 3.976)  0.12
C (0.641, -0.686, 2.562)  -0.35
C (1.395, -1.914, 2.109)  -0.36
C (2.743, -1.867, 1.753)  -0.11
C (3.431, -3.007, 1.362)  -0.06
C (2.766, -4.224, 1.326)  -0.06
C (1.423, -4.290, 1.679)  -0.05
C (0.742, -3.145, 2.068)  -0.06
H (0.651, -0.588, 3.651)  0.07
H (-0.399, -0.698, 2.226)  0.05
H (3.319, -0.943, 1.828)  0.07
H (4.479, -2.947, 1.096)  0.12
H (3.296, -5.120, 1.031)  0.12
H (0.905, -5.241, 1.665)  0.12
H (-0.303, -3.210, 2.354)  0.12
C (2.816, -2.576, -3.755)  -0.04
C (2.207, -3.097, -2.618)  -0.05
C (1.585, -2.251, -1.714)  -0.10
C (1.571, -0.886, -1.979)  -0.36
C (2.179, -0.349, -3.107)  -0.09
C (2.805, -1.209, -3.998)  -0.05
As (0.617, 0.267, -0.796)  1.27
C (0.090, 1.842, -1.730)  -0.34
C (0.876, 2.908, -2.138)  -0.09
C (0.266, 3.965, -2.802)  -0.05
C (-1.106, 3.940, -3.028)  -0.04
C (-1.884, 2.872, -2.597)  0.00
C (-1.291, 1.806, -1.936)  -0.19
C (-1.991, 0.605, -1.409)  -0.18
C (-3.345, 0.326, -1.546)  0.00
C (-3.868, -0.847, -1.017)  -0.04
C (-3.056, -1.759, -0.350)  -0.05
C (-1.698, -1.500, -0.206)  -0.08
C (-1.195, -0.325, -0.740)  -0.30
H (3.302, -3.242, -4.457)  0.12
H (2.216, -4.164, -2.436)  0.12
H (1.115, -2.658, -0.828)  0.09
H (2.150, 0.713, -3.310)  0.10
H (3.274, -0.810, -4.887)  0.12
H (1.946, 2.923, -1.963)  0.11
H (0.859, 4.804, -3.144)  0.12
H (-1.577, 4.765, -3.545)  0.12
H (-2.951, 2.879, -2.780)  0.12
H (-3.994, 1.012, -2.077)  0.12
H (-4.922, -1.061, -1.139)  0.12
H (-3.476, -2.676, 0.043)  0.12
H (-1.054, -2.216, 0.290)  0.08

Computed properties:
Energy above the lowest of the compared OMol25 structures with the same formula, charge and spin, kcal per mole: 4.23
E_HOMO, eV: -13.8
Lowest unoccupied orbital energy, eV: -6.4
Electronic energy, eV: -102159.682
Kohn-Sham gap, eV: 7.439
Charge: +2

Entry 2:
# C3H2N2O3

The molecule C3H2N2O3 (the ωB97M-V functional and the def2-TZVPD basis, the Open Molecules 2025 dataset).

Last column: Löwdin charge in e.
Atoms and positions in Å:
H (0.766, -2.599, -0.115)  0.09
N (-0.255, -2.319, -0.144)  0.18
C (-0.339, -0.981, -0.128)  -0.25
N (-1.280, 0.053, -0.459)  0.24
C (-0.649, 1.235, -0.088)  -0.39
O (-1.043, 2.335, -0.413)  0.16
O (0.583, 0.869, 0.574)  0.17
C (0.889, -0.387, 0.231)  -0.43
O (2.051, -0.775, 0.453)  0.13
H (-2.144, -0.176, -0.675)  0.10

Computed properties:
Energy above the lowest of the compared OMol25 structures with the same formula, charge and spin, kcal per mole: 51.88
E_HOMO, eV: -11.0
SMILES string: [H]/N=C1/NC(=O)OC1=O
Lowest unoccupied orbital energy, eV: -1.1
Electronic energy, eV: -12264.732
Kohn-Sham gap, eV: 9.940
Charge: 0

Entry 3:
# AgH30O19P

A structure of composition AgH30O19P (the ωB97M-V functional and the def2-TZVPD basis, the Open Molecules 2025 dataset).

Last column: Löwdin charge in e.
Atoms and positions in Å:
Ag (16.645, -1.480, 0.548)  0.86
P (17.673, -1.757, -2.113)  0.03
O (17.864, -0.623, -1.269)  -0.32
O (16.434, -2.525, -1.471)  -0.43
O (18.882, -2.491, -2.033)  -0.26
O (17.299, -1.349, -3.439)  -0.28
O (18.817, -0.661, 0.946)  -0.11
H (18.732, 0.138, 1.528)  0.07
H (18.518, -0.426, 0.030)  -0.05
O (19.722, -3.825, -0.213)  -0.09
H (19.420, -3.276, -0.988)  -0.06
H (19.680, -4.713, -0.550)  0.01
O (14.368, -0.992, -2.072)  -0.08
H (15.050, -1.653, -1.844)  -0.04
H (14.754, -0.291, -2.570)  -0.05
O (20.565, -2.291, -3.707)  -0.10
H (20.788, -1.352, -3.772)  0.05
H (19.852, -2.437, -2.998)  -0.05
O (21.103, -1.289, -0.835)  -0.06
H (20.783, -0.866, -0.050)  0.00
H (20.339, -1.711, -1.277)  -0.01
O (14.958, -3.857, -2.829)  -0.10
H (15.604, -3.359, -2.238)  -0.07
H (15.575, -4.025, -3.553)  0.02
O (19.453, 1.330, -1.735)  -0.06
H (18.880, 0.566, -1.547)  -0.03
H (18.845, 2.036, -1.954)  0.04
O (18.925, 0.472, -4.274)  -0.06
H (19.344, 0.817, -3.494)  -0.03
H (18.384, -0.289, -3.999)  -0.03
O (15.690, -2.326, -5.150)  -0.06
H (16.256, -1.925, -4.460)  -0.03
H (15.748, -1.683, -5.830)  0.01
O (15.768, 0.676, -3.508)  -0.13
H (16.079, 1.202, -2.700)  0.04
H (16.355, -0.158, -3.532)  0.00
O (14.561, -2.906, 0.092)  -0.10
H (15.285, -2.877, -0.552)  -0.08
H (13.769, -3.307, -0.285)  0.06
O (16.601, 1.510, -0.975)  -0.07
H (17.195, 2.209, -0.811)  0.01
H (17.176, 0.723, -1.175)  -0.03
O (18.956, -4.891, -3.003)  -0.05
H (19.067, -3.996, -2.649)  -0.02
H (19.569, -5.029, -3.738)  0.06
O (16.943, -4.934, -1.084)  -0.08
H (17.680, -4.974, -1.680)  -0.04
H (16.733, -3.986, -1.175)  -0.06
O (18.458, -2.456, -5.379)  -0.14
H (19.326, -2.486, -4.871)  0.00
H (17.996, -2.000, -4.625)  -0.05

Computed properties:
Energy above the lowest of the compared OMol25 structures with the same formula, charge and spin, kcal per mole: 0.00
E_HOMO, eV: -3.3
Lowest unoccupied orbital energy, eV: 4.1
Electronic energy, eV: -52681.131
Kohn-Sham gap, eV: 7.432
Charge: -2

Entry 4:
# C20H30ClCoO2

A structure of composition C20H30ClCoO2 (the ωB97M-V functional and the def2-TZVPD basis, the Open Molecules 2025 dataset).

Last column: Löwdin spin population.
Atoms and positions in Å:
O (-0.106, 0.031, -2.264)  0.01
C (0.888, -0.460, -3.204)  0.00
C (0.403, 0.415, -4.336)  0.00
H (0.740, -1.532, -3.378)  0.00
H (1.897, -0.218, -2.853)  0.00
C (-0.724, 0.802, -3.347)  0.00
H (0.132, -0.170, -5.218)  0.00
H (1.111, 1.225, -4.550)  0.00
C (-2.054, 0.189, -3.704)  0.00
H (-1.972, -0.901, -3.731)  0.00
H (-2.367, 0.561, -4.685)  0.00
H (-2.790, 0.480, -2.950)  0.00
C (-0.814, 2.262, -2.989)  0.00
H (0.176, 2.692, -2.840)  0.00
H (-1.400, 2.396, -2.076)  0.00
H (-1.319, 2.781, -3.807)  0.00
Co (0.161, -0.391, 0.292)  2.51
C (0.841, 1.559, 1.533)  0.03
C (1.768, 0.462, 1.417)  0.01
C (2.331, 0.534, 0.083)  0.03
H (2.136, -0.135, 2.244)  0.00
C (1.732, 1.626, -0.590)  0.04
C (0.792, 2.244, 0.283)  0.02
H (0.232, 3.141, 0.075)  0.00
H (0.380, 1.856, 2.458)  0.00
H (3.156, -0.070, -0.274)  0.00
H (2.054, 2.023, -1.542)  0.00
C (-1.436, -0.433, 1.841)  0.02
C (-1.934, 0.750, 1.190)  0.05
C (-2.334, 0.404, -0.122)  0.02
H (-2.055, 1.718, 1.651)  0.00
C (-2.124, -0.998, -0.293)  0.06
C (-1.596, -1.524, 0.925)  0.02
H (-1.494, -2.577, 1.185)  0.00
H (-1.146, -0.532, 2.883)  0.00
H (-2.836, 1.046, -0.825)  0.00
H (-2.433, -1.585, -1.152)  0.00
O (0.722, -1.625, -7.352)  0.00
C (0.238, -0.556, -8.179)  0.00
C (0.415, -0.953, -9.662)  0.00
H (0.830, 0.360, -7.983)  0.00
H (-0.816, -0.320, -7.918)  0.00
C (1.621, -1.910, -9.587)  0.00
H (0.590, -0.089, -10.304)  0.00
H (-0.470, -1.508, -10.014)  0.00
C (1.398, -2.576, -8.205)  0.00
H (2.552, -1.325, -9.568)  0.00
H (1.654, -2.632, -10.404)  0.00
H (2.341, -2.904, -7.728)  0.00
H (0.772, -3.477, -8.352)  0.00
Cl (1.410, -2.746, 1.137)  0.05
C (0.937, -1.996, -0.350)  0.09
H (0.165, -2.575, -0.846)  0.01
H (1.794, -1.820, -0.991)  0.01

Computed properties:
Multiplicity: 4
Energy above the lowest of the compared OMol25 structures with the same formula, charge and spin, kcal per mole: 0.00
Expectation value of S²: 3.7640
E_HOMO (alpha / beta), eV: -2.3 / -2.9
Lowest unoccupied orbital energy (alpha / beta), eV: 2.3 / 2.3
Electronic energy, eV: -75467.435
Kohn-Sham gap (alpha / beta), eV: 4.642 / 5.284
Charge: -1